{"formula": "C3H2Br6O", "method": "ωB97M-V/def2-TZVPD", "elements": ["C", "C", "C", "O", "Br", "Br", "Br", "Br", "Br", "Br", "H", "H"], "positions_angstrom": [[-0.50388, -1.13838, -0.74157], [0.30492, -0.20772, 0.25304], [-0.21412, 1.28751, 0.30200], [1.62641, -0.26042, -0.11729], [-2.28864, -1.53483, -0.16393], [0.55739, -2.72135, -1.31871], [0.00902, -0.81867, 2.12225], [-2.09987, 1.60783, 0.83185], [-0.09070, 2.14947, -1.54208], [0.94949, 2.23412, 1.56265], [-0.56537, -0.68398, -1.80608], [2.31537, 0.08641, 0.61788]], "atomic_forces_ev_per_a": [[0.770, 0.799, -2.181], [-0.470, -0.122, 0.121], [-0.385, 0.738, -0.789], [1.856, 0.913, 2.047], [0.288, -0.558, -0.407], [-0.528, 0.294, 0.772], [0.323, -0.584, -0.201], [1.026, 0.024, 0.000], [0.258, -0.701, 1.190], [-0.232, 0.265, -0.574], [-0.123, -0.135, 2.252], [-2.783, -0.934, -2.230]], "charge": 0, "gap_ha": 0.3449}

---

{"formula": "C3H2BrCl3", "method": "ωB97M-V/def2-TZVPD", "elements": ["C", "C", "C", "Cl", "Cl", "Cl", "Br", "H", "H"], "positions_angstrom": [[-0.50485, 0.50080, -0.65949], [-0.52874, -0.22346, 0.86260], [0.66491, 0.09624, 0.10301], [-0.99851, 2.21320, -0.98722], [-1.16319, -1.87266, 1.02334], [1.88738, -2.18473, -1.23951], [2.07043, 1.10529, 0.58414], [-0.83797, -0.08195, -1.46736], [-0.58946, 0.44728, 1.78050]], "atomic_forces_ev_per_a": [[-0.061, 0.934, 1.878], [-0.258, 0.281, -0.114], [0.490, -0.701, -1.623], [0.734, -1.364, 0.601], [0.332, 1.343, -0.171], [-0.969, 1.592, 0.959], [0.512, 0.156, 0.205], [-0.438, -1.137, -0.527], [-0.341, -1.104, -1.207]], "charge": 0, "gap_ha": [0.2364, 0.2364]}

---

{"formula": "C3H2BrClF2", "method": "ωB97M-V/def2-TZVPD", "elements": ["C", "C", "Br", "C", "F", "F", "Cl", "H", "H"], "positions_angstrom": [[-0.12144, -0.19071, 0.05966], [-0.62441, -1.17582, 0.75820], [-2.01757, -2.31681, 0.22949], [-0.17773, -1.62437, 2.44266], [-1.21273, -1.40122, 3.24478], [0.80608, -0.78940, 2.81015], [0.36853, -3.28623, 2.50429], [-0.51157, -0.00276, -0.93155], [0.66723, 0.43865, 0.42856]], "atomic_forces_ev_per_a": [[-0.048, -0.012, -0.190], [0.277, -1.587, 3.895], [-0.062, 0.095, -0.282], [-0.282, 1.726, -3.744], [-0.036, -0.299, -0.081], [0.021, -0.189, 0.060], [-0.114, 0.140, 0.149], [0.059, 0.055, -0.026], [0.185, 0.070, 0.219]], "charge": 0, "gap_ha": 0.3973}

---

{"formula": "C3H2BrF3O", "method": "ωB97M-V/def2-TZVPD", "elements": ["C", "C", "C", "O", "F", "F", "F", "Br", "H", "H"], "positions_angstrom": [[0.45144, 1.78364, 0.10982], [1.20455, 0.53368, 0.58564], [-1.94397, 0.43201, -1.11013], [0.78698, 2.88017, -0.03336], [1.31600, -0.38509, -0.44493], [2.48712, 0.68441, 1.01816], [-2.49528, 1.46385, -1.66794], [-2.56493, 0.08742, 0.59239], [0.60694, -0.00587, 1.52494], [-1.33223, -0.20112, -1.84231]], "atomic_forces_ev_per_a": [[-0.539, -1.577, -0.549], [-0.342, -2.937, 2.409], [2.088, -1.240, -0.826], [0.598, 1.118, 0.148], [-0.738, 1.013, 0.529], [-0.341, 0.749, -0.113], [-0.799, 1.273, -0.766], [-0.049, -0.520, 0.058], [1.258, 1.554, -2.600], [-1.136, 0.568, 1.710]], "charge": 0, "gap_ha": [0.3241, 0.2867]}

---

{"formula": "C3H2BrFN2", "method": "ωB97M-V/def2-TZVPD", "elements": ["C", "C", "C", "N", "N", "F", "Br", "H", "H"], "positions_angstrom": [[-0.55591, -0.74492, -0.14588], [-1.55017, 0.06249, -0.10523], [2.09858, 1.13586, 0.15311], [0.45254, -0.39071, 0.87375], [1.34326, 0.27789, 0.45306], [3.34889, 1.06467, -0.21297], [-3.45844, -0.93750, -0.25743], [-0.33198, -1.74672, -0.52139], [-1.34678, 1.27894, -0.23701]], "atomic_forces_ev_per_a": [[2.547, -2.224, 1.671], [-3.521, 2.872, -1.848], [1.094, 2.831, -0.062], [-1.733, -1.100, -0.144], [1.638, -0.349, -0.489], [0.259, -0.488, -0.303], [2.215, 1.706, -0.427], [-1.133, 0.088, 0.288], [-1.367, -3.335, 1.313]], "charge": 0, "gap_ha": [0.3125, 0.3125]}

---

{"formula": "C3H2BrN2O2", "method": "ωB97M-V/def2-TZVPD", "elements": ["O", "C", "C", "N", "C", "O", "N", "Br", "H", "H"], "positions_angstrom": [[-1.96323, -2.40980, -0.41979], [-1.51509, -1.37856, 0.02564], [-1.21063, -0.18674, 0.50564], [-0.58865, 0.89205, -0.21270], [0.96619, 0.93416, -0.21461], [1.46351, 1.94754, -0.71757], [1.42094, -0.18235, 0.27518], [3.31023, -0.19771, 0.40338], [-1.26230, -0.08464, 1.60344], [-0.62096, 0.66604, -1.24862]], "atomic_forces_ev_per_a": [[1.296, 2.655, 1.117], [-1.345, -1.972, -0.893], [0.326, -0.270, 0.474], [1.202, -0.836, -2.160], [-0.467, 0.886, 0.022], [-0.399, -0.474, 0.250], [0.300, -0.591, 0.583], [-0.019, 0.082, -0.109], [-0.063, -0.100, -0.720], [-0.832, 0.621, 1.435]], "charge": -1, "gap_ha": 0.2859}

---

{"formula": "C3H2BrN3O2", "method": "ωB97M-V/def2-TZVPD", "elements": ["O", "N", "O", "N", "C", "C", "N", "C", "Br", "H", "H"], "positions_angstrom": [[-2.25311, 2.05524, -1.41994], [-1.63087, 1.55661, -2.30876], [-1.69923, 1.73404, -3.46960], [-0.61868, 0.63614, -1.83400], [-0.28453, 0.31881, -0.23276], [0.56980, -0.67816, -0.31828], [0.86517, -1.01273, -1.64741], [0.12877, -0.35057, -2.44291], [0.22634, -0.59768, -4.25372], [-0.95943, 0.79609, 0.51446], [1.03399, -1.15097, 0.43266]], "atomic_forces_ev_per_a": [[-0.533, 0.428, 0.404], [1.307, -1.239, 1.663], [-0.139, 0.145, -1.579], [0.635, -1.101, 4.090], [-3.100, 2.132, -2.712], [-0.944, 1.605, -3.501], [0.355, -1.198, 0.719], [-0.119, 1.305, 0.068], [-0.065, -0.053, -0.845], [1.053, -0.356, -0.889], [1.548, -1.669, 2.583]], "charge": 0, "gap_ha": 0.3519}

---

{"formula": "C3H2BrNO2", "method": "ωB97M-V/def2-TZVPD", "elements": ["C", "C", "C", "N", "O", "O", "Br", "H", "H"], "positions_angstrom": [[-0.99539, 1.05460, -0.01838], [0.63555, 0.08652, 0.02254], [-0.81769, -0.49402, 0.01584], [0.40921, 1.32515, 0.08252], [-1.93271, 1.78547, -0.01483], [1.50519, -0.84576, -0.05522], [3.36053, -0.87177, 0.02697], [-1.02903, -1.06259, 0.79625], [-1.13565, -0.97759, -0.85570]], "atomic_forces_ev_per_a": [[-0.874, -0.293, 1.415], [-2.540, -2.299, -0.287], [2.159, 4.078, -2.926], [0.838, 1.819, -0.291], [0.283, 0.017, -0.331], [1.807, -1.363, 0.039], [-0.222, 0.763, 0.021], [-1.217, -2.024, 3.869], [-0.235, -0.699, -1.509]], "charge": 0, "gap_ha": 0.3126}

---

{"formula": "C3H2BrO2S", "method": "ωB97M-V/def2-TZVPD", "elements": ["C", "C", "C", "O", "O", "S", "Br", "H", "H"], "positions_angstrom": [[1.20049, 1.16533, 0.03105], [1.35984, 0.85814, -1.34560], [1.34225, -0.13629, -0.31484], [-1.60643, -1.58948, 1.34363], [-1.88954, -1.39212, -1.08298], [-1.16627, -0.94646, 0.10476], [-1.83334, 1.33666, 0.37110], [1.07942, 1.82810, 0.85117], [1.51358, -1.12388, 0.04171]], "atomic_forces_ev_per_a": [[0.354, -1.815, -1.131], [0.095, -0.187, 0.886], [0.318, 2.108, 0.006], [0.081, 0.230, -0.225], [0.065, 0.194, 0.304], [-0.454, -1.734, -0.171], [-0.561, 1.063, 0.211], [-0.025, 0.529, 0.200], [0.127, -0.388, -0.081]], "charge": -1, "gap_ha": 0.3080}

---

{"formula": "C3H2CaFO2", "method": "ωB97M-V/def2-TZVPD", "elements": ["O", "C", "O", "C", "C", "H", "H", "F", "Ca"], "positions_angstrom": [[-0.93874, 1.52269, -0.01395], [0.17977, 1.04295, 0.29528], [1.33415, 1.52222, 0.02336], [-1.26197, -0.73808, 0.00064], [0.02174, -0.42653, 0.37776], [-1.58211, -0.59590, -1.03168], [-1.80850, -1.49325, 0.56608], [1.16180, -1.08091, -0.15123], [2.89386, 0.24680, -0.06625]], "atomic_forces_ev_per_a": [[2.299, 0.367, 1.734], [-3.082, -0.222, -3.177], [0.999, 1.029, 0.843], [-2.149, -3.106, -0.688], [0.710, 2.620, 1.197], [-0.195, 0.507, 0.347], [-0.040, -0.001, -0.209], [0.564, -1.252, 0.076], [0.895, 0.058, -0.124]], "charge": 1, "gap_ha": [0.2598, 0.2405]}

---

Short version: energy above the lowest of the compared OMol25 structures with the same formula, charge and spin = 0.00, 79.89, 8.87, 88.56, 98.42, 0.00, 0.00, 61.38, 10.16, 65.66 kcal per mole, in the order given.